Formula: C19H24CdN3O2S2
Source: OMol25
Level of theory: ωB97M-V/def2-TZVPD

## Properties
**E_HOMO**: -0.16405 Ha
**Energy relative to the best compared isomer or geometry (same formula, charge and spin)**: 0.284 eV
**Energy**: -2017.39883 hartree
**M**: 502.97 g/mol

Structure (ORCA input):
```
! wB97M-V def2-TZVPD RIJCOSX def2/J DEFGRID3
* xyz -1 1
Cd -1.41453 -0.00800 -0.64808
C -1.23358 -0.36190 2.77587
N -0.19205 -0.00186 1.85512
C 0.87802 -1.03122 1.82257
C 1.90327 -0.70796 0.78540
N 1.36281 -0.75420 -0.55506
C 1.27236 -2.16990 -0.93234
C 1.94793 0.03126 -1.58206
C 3.22265 0.55477 -1.52007
C 3.69045 1.46540 -2.39575
C 2.89813 1.88161 -3.47892
C 1.62196 1.34828 -3.63399
C 1.12557 0.43865 -2.70243
S -0.46482 -0.19505 -2.99074
C 0.20240 1.36795 2.07892
C 1.33768 1.65297 2.80087
C 1.78738 2.94905 2.84233
C 0.92701 3.98212 2.39172
C -0.28001 3.68567 1.82068
C -0.62388 2.34863 1.59675
S -2.06676 2.05466 0.68780
H -0.77631 -0.30545 3.78605
H -1.63452 -1.33790 2.45215
H -2.05829 0.41670 2.83699
H 0.50566 -2.06041 1.73836
H 1.40372 -1.04453 2.80273
H 2.77412 -1.38361 0.90991
H 2.21893 0.35873 0.86330
H 2.18195 -2.74747 -0.85455
H 0.96922 -2.21735 -1.96063
H 0.50574 -2.60700 -0.24019
H 3.90754 0.32350 -0.69908
H 4.70795 1.83695 -2.18588
H 3.19768 2.63607 -4.19397
H 0.89261 1.77588 -4.29353
H 1.92420 0.87943 3.26529
H 2.74249 3.19496 3.31801
H 1.24285 5.01473 2.48267
H -0.96022 4.42249 1.41598
N -3.71729 -0.58002 -1.63703
C -4.32250 -1.80025 -1.07456
C -3.35856 -2.92920 -1.17799
C -2.28183 -3.10892 -0.13205
O -1.92620 -4.29138 0.12944
O -1.77523 -2.03723 0.32411
H -4.30345 0.21545 -1.55094
H -3.40190 -0.73983 -2.57778
H -5.34631 -2.09060 -1.45774
H -4.48638 -1.54422 -0.00480
H -2.83935 -2.87854 -2.15404
H -3.88824 -3.90190 -1.14883
*
```